# 1
DFT (ωB97M-V/def2-TZVPD) results for 5 unconnected molecules or ions with the total composition C42H57N5O12P in a non-equilibrium geometry.

Properties
HOMO energy (alpha / beta)	-8.59 / -9.77	eV
multiplicity	2
frontier orbital gap (alpha / beta)	7.992 / 9.168	eV

Last column: Löwdin spin population.
Geometry (Å):
C: -0.785 -2.045 -4.176  0.000
C: -2.084 -2.286 -3.388  0.000
C: -1.922 -3.300 -2.259  0.000
C: -3.243 -3.780 -1.629  0.000
C: -3.520 -3.208 -0.241  0.000
C: -3.517 -1.675 -0.163  0.000
C: -3.394 -1.158 1.281  0.000
C: -1.987 -0.669 1.672  0.000
C: -0.876 -1.566 1.133  0.000
C: 0.579 -1.322 1.611  0.000
P: 0.568 -1.420 3.430  0.000
O: -0.242 -2.538 3.915  0.000
O: 0.169 0.045 3.979  0.000
O: 2.078 -1.521 3.945  0.001
C: 1.088 0.051 1.122  0.003
C: 2.004 0.027 -0.105  0.028
C: 1.269 -0.385 -1.384  0.018
C: 2.586 1.433 -0.274  0.000
N: 3.141 -0.885 0.186  0.381
O: 4.122 -0.755 -0.620  0.513
C: 2.870 -2.306 0.562  0.025
C: 3.911 -2.684 1.624  0.010
C: 3.078 -3.222 -0.649  0.012
C: 1.418 -2.511 1.061  0.000
H: -0.826 -2.528 -5.153  0.000
H: -0.615 -0.982 -4.360  0.000
H: 0.083 -2.447 -3.647  0.000
H: -2.859 -2.651 -4.065  0.000
H: -2.459 -1.336 -2.993  0.000
H: -1.362 -4.156 -2.646  0.000
H: -1.308 -2.859 -1.465  0.000
H: -3.243 -4.871 -1.573  0.000
H: -4.079 -3.510 -2.283  0.000
H: -4.523 -3.524 0.066  0.000
H: -2.839 -3.626 0.508  0.000
H: -2.747 -1.238 -0.804  0.000
H: -4.472 -1.329 -0.569  0.000
H: -3.705 -1.950 1.970  0.000
H: -4.090 -0.332 1.437  0.000
H: -1.947 -0.621 2.763  0.000
H: -1.872 0.341 1.259  0.000
H: -1.117 -2.609 1.346  0.000
H: -0.829 -1.465 0.046  0.000
H: -0.364 0.551 3.349  0.000
H: 2.577 -0.701 3.809  0.000
H: 1.642 0.571 1.912  0.001
H: 0.241 0.695 0.872  0.000
H: 0.378 0.241 -1.488  0.002
H: 0.924 -1.417 -1.366  0.000
H: 1.906 -0.231 -2.254  0.002
H: 1.867 2.187 0.053  0.000
H: 2.872 1.620 -1.307  0.000
H: 3.482 1.539 0.339  0.000
H: 3.631 -3.611 2.124  0.000
H: 4.880 -2.826 1.146  0.000
H: 4.035 -1.897 2.364  0.001
H: 2.572 -2.852 -1.540  0.001
H: 2.672 -4.206 -0.404  0.001
H: 4.134 -3.345 -0.873  0.001
H: 1.446 -3.294 1.823  0.000
H: 0.849 -2.936 0.232  0.000
C: -2.209 3.339 -7.054  0.000
C: -1.413 2.482 -7.802  0.000
C: -1.596 1.110 -7.719  0.000
C: -2.584 0.629 -6.881  0.000
C: -3.388 1.460 -6.124  0.000
C: -3.193 2.829 -6.216  0.000
N: -2.787 -0.829 -6.788  0.000
O: -2.051 -1.544 -7.439  0.000
O: -3.675 -1.228 -6.061  0.000
H: -2.063 4.408 -7.124  0.000
H: -0.647 2.880 -8.453  0.000
H: -0.988 0.425 -8.289  0.000
H: -4.147 1.041 -5.480  0.000
H: -3.810 3.498 -5.632  0.000
C: -1.099 -7.574 3.545  0.000
C: -1.396 -6.324 4.072  0.000
C: -2.608 -5.718 3.782  0.000
C: -3.502 -6.388 2.966  0.000
C: -3.228 -7.632 2.426  0.000
C: -2.011 -8.224 2.723  0.000
N: -4.801 -5.758 2.663  0.000
O: -5.024 -4.664 3.143  0.000
O: -5.573 -6.369 1.951  0.000
H: -0.151 -8.044 3.773  0.000
H: -0.684 -5.811 4.703  0.000
H: -2.848 -4.743 4.178  0.000
H: -3.953 -8.119 1.792  0.000
H: -1.777 -9.197 2.311  0.000
C: 6.037 4.901 0.301  0.000
C: 5.139 4.282 -0.559  0.000
C: 3.929 4.887 -0.858  0.000
C: 3.643 6.110 -0.281  0.000
C: 4.520 6.747 0.576  0.000
C: 5.727 6.131 0.868  0.000
N: 2.352 6.756 -0.588  0.000
O: 1.589 6.165 -1.328  0.000
O: 2.127 7.838 -0.084  0.000
H: 6.979 4.423 0.533  0.000
H: 5.378 3.323 -0.998  0.000
H: 3.222 4.416 -1.524  0.000
H: 4.262 7.701 1.014  0.000
H: 6.420 6.612 1.545  0.000
C: -1.128 6.134 3.768  0.000
C: -0.756 7.448 3.521  0.000
C: 0.569 7.833 3.650  0.000
C: 1.496 6.878 4.023  0.000
C: 1.152 5.563 4.274  0.000
C: -0.178 5.194 4.146  0.000
N: 2.912 7.276 4.145  0.000
O: 3.191 8.441 3.946  0.000
O: 3.718 6.410 4.422  0.000
H: -2.165 5.840 3.666  0.000
H: -1.497 8.177 3.224  0.000
H: 0.883 8.848 3.460  0.000
H: 1.909 4.851 4.566  0.000
H: -0.471 4.172 4.345  0.000

# 2
DFT (ωB97M-V/def2-TZVPD) results for a molecular structure, C42H58MgN8O5 in a non-equilibrium geometry.

Properties
energy relative to the best compared isomer or geometry (same formula, charge and spin)	12.4	kcal/mol
HOMO energy	-6.54	eV
frontier orbital gap	5.715	eV

Last column: Löwdin charge in e.
Geometry (Å):
Mg: 0.931 0.213 -0.374  0.725
C: 1.441 -1.595 0.997  -0.149
C: 0.444 -1.489 2.055  -0.174
C: 1.022 -0.743 3.098  -0.141
C: 2.387 -0.528 2.742  -0.059
C: 2.690 -1.104 1.518  -0.224
C: 4.112 -1.479 1.089  -0.538
C: 4.751 -2.246 2.263  -0.051
C: 5.003 -0.266 0.788  -0.050
C: 4.108 -2.412 -0.120  -0.052
C: 0.427 -0.134 4.384  -0.489
C: -0.839 0.728 4.088  -0.033
C: 1.469 0.782 5.047  -0.068
C: 0.090 -1.183 5.465  -0.063
C: -0.651 -2.574 2.135  -0.508
C: -0.864 -3.291 0.780  -0.068
C: -0.113 -3.695 3.050  -0.041
C: -2.003 -2.121 2.723  -0.045
H: 1.417 -2.462 0.337  0.084
H: 3.115 -0.020 3.367  0.108
H: 4.921 -1.586 3.118  0.080
H: 5.716 -2.667 1.958  0.082
H: 4.099 -3.061 2.588  0.088
H: 4.983 0.445 1.618  0.074
H: 4.678 0.253 -0.112  0.059
H: 6.041 -0.588 0.643  0.087
H: 3.580 -3.343 0.103  0.088
H: 5.136 -2.665 -0.397  0.089
H: 3.630 -1.942 -0.976  0.042
H: -1.073 0.737 3.025  0.055
H: -0.690 1.765 4.406  0.077
H: -1.718 0.354 4.621  0.075
H: 1.788 1.589 4.390  0.059
H: 2.352 0.218 5.362  0.088
H: 1.033 1.241 5.937  0.090
H: -0.767 -1.802 5.209  0.047
H: -0.150 -0.673 6.403  0.084
H: 0.948 -1.837 5.642  0.090
H: -0.041 -3.979 0.582  0.078
H: -0.926 -2.629 -0.081  0.053
H: -1.780 -3.889 0.821  0.084
H: 0.848 -4.050 2.667  0.092
H: -0.812 -4.542 3.073  0.089
H: 0.043 -3.350 4.068  0.059
H: -2.436 -1.263 2.210  0.059
H: -1.897 -1.830 3.766  0.049
H: -2.724 -2.945 2.684  0.084
O: 4.542 2.805 1.124  -0.058
C: 4.217 4.127 1.487  -0.238
N: 3.782 4.274 2.862  0.115
C: 2.520 4.137 3.343  -0.455
O: 2.217 4.381 4.498  0.075
C: 1.465 3.664 2.384  -0.109
C: 0.338 4.437 2.188  0.023
C: -0.679 3.946 1.388  -0.020
C: -0.534 2.691 0.833  -0.106
N: 0.549 1.916 1.020  0.061
C: 1.532 2.415 1.788  -0.058
H: 3.910 2.508 0.455  0.016
H: 3.446 4.525 0.829  0.121
H: 5.110 4.738 1.391  0.127
H: 4.471 4.492 3.565  0.148
H: 0.262 5.410 2.661  0.133
H: -1.572 4.524 1.193  0.113
H: -1.325 2.276 0.224  0.101
H: 2.393 1.775 1.926  0.114
C: -0.177 -1.522 -3.831  -0.154
C: 0.191 -2.262 -5.147  -0.152
N: 1.568 -1.946 -5.531  -0.162
C: 1.718 -0.489 -5.609  -0.147
C: 1.496 0.149 -4.208  -0.153
N: 1.014 -0.871 -3.264  -0.159
C: 2.075 -1.880 -3.111  -0.157
C: 2.472 -2.458 -4.497  -0.145
H: -0.579 -2.212 -3.084  0.115
H: -0.930 -0.756 -4.015  0.099
H: -0.473 -1.971 -5.963  0.113
H: 0.115 -3.344 -5.028  0.115
H: 0.992 -0.116 -6.335  0.115
H: 2.714 -0.264 -5.992  0.115
H: 0.771 0.964 -4.254  0.101
H: 2.424 0.557 -3.805  0.115
H: 1.705 -2.661 -2.443  0.120
H: 2.921 -1.395 -2.631  0.088
H: 2.421 -3.549 -4.501  0.115
H: 3.491 -2.174 -4.767  0.118
O: 1.095 2.013 -1.708  -0.040
N: 2.257 1.945 -1.211  -0.479
O: 2.887 2.945 -0.871  0.067
O: 2.723 0.755 -1.006  -0.063
N: -6.291 0.111 -1.972  0.167
C: -7.417 0.541 -2.642  -0.189
C: -8.762 0.190 -2.550  -0.022
C: -9.630 0.852 -3.394  -0.091
C: -9.177 1.829 -4.300  -0.090
C: -7.842 2.166 -4.386  -0.013
C: -6.948 1.506 -3.540  -0.222
N: -5.574 1.646 -3.417  0.183
C: -5.226 0.807 -2.484  -0.279
C: -3.843 0.622 -2.018  -0.118
C: -2.800 1.214 -2.722  0.021
C: -1.505 1.037 -2.285  -0.127
N: -1.186 0.314 -1.199  0.032
C: -2.194 -0.228 -0.515  -0.107
C: -3.522 -0.107 -0.882  0.020
H: -6.254 -0.609 -1.275  0.152
H: -9.114 -0.564 -1.856  0.109
H: -10.686 0.616 -3.359  0.102
H: -9.896 2.324 -4.941  0.101
H: -7.485 2.915 -5.083  0.113
H: -3.021 1.805 -3.601  0.122
H: -0.678 1.493 -2.810  0.091
H: -1.922 -0.753 0.380  0.079
H: -4.279 -0.568 -0.259  0.115